[1]
{"formula": "C20H20ClGeN5NiO4Se", "method": "ωB97M-V with the def2-TZVPD basis set", "elements": ["Ni", "O", "C", "O", "C", "C", "Cl", "N", "N", "C", "C", "O", "O", "C", "C", "C", "C", "C", "C", "H", "H", "H", "H", "H", "H", "N", "C", "C", "C", "N", "C", "N", "C", "Ge", "C", "C", "C", "Se", "C", "H", "H", "H", "H", "H", "H", "H", "H", "H", "H", "H", "H", "H", "H"], "xyz": [[-0.1387, 0.4799, 0.1316], [-0.5772, 3.5915, 4.8462], [-0.1206, 2.3877, 5.1278], [0.3365, 2.1141, 6.2041], [-0.1880, 1.3333, 4.0452], [0.1535, 0.0062, 4.2409], [0.8156, -0.7047, 5.6218], [-0.0274, -0.6816, 3.0882], [-0.4654, 0.1658, 2.1301], [-0.5689, 1.3685, 2.6902], [-1.0816, 2.4557, 1.7636], [-1.4832, 3.5145, 2.2225], [-1.1091, 2.1211, 0.5185], [0.0085, -2.1147, 2.8311], [0.3644, -2.5780, 1.5716], [0.3627, -3.9381, 1.3057], [0.0037, -4.8459, 2.2926], [-0.3577, -4.3763, 3.5455], [-0.3629, -3.0148, 3.8201], [-0.9308, 3.6594, 3.9187], [0.6766, -1.9017, 0.8086], [0.6617, -4.2863, 0.3239], [0.0061, -5.9099, 2.0857], [-0.6478, -5.0712, 4.3258], [-0.6777, -2.6723, 4.7935], [1.6142, -0.0777, -0.4232], [2.7382, -0.2424, -0.1252], [4.0489, -0.4588, 0.1861], [4.8016, 0.5967, 0.8086], [5.3987, 1.4448, 1.3159], [4.6208, -1.7493, -0.0845], [5.0620, -2.7948, -0.2967], [-6.3932, -1.2577, 0.0951], [-4.6344, -1.7948, -0.5129], [-4.6704, -2.2411, -2.4001], [-3.8987, -3.2491, 0.5429], [-3.4248, -0.2602, -0.2286], [-1.8036, -0.3877, -1.3012], [-2.0541, 1.1771, -2.4234], [-7.1003, -2.0814, -0.0286], [-6.7485, -0.4045, -0.4891], [-6.3700, -0.9751, 1.1512], [-5.2463, -3.1581, -2.5455], [-3.6624, -2.4022, -2.7847], [-5.1467, -1.4420, -2.9769], [-4.3389, -4.2047, 0.2479], [-4.1014, -3.0848, 1.6045], [-2.8144, -3.3111, 0.4033], [-3.1079, -0.2247, 0.8132], [-3.8906, 0.6951, -0.4679], [-2.9720, 1.0391, -2.9830], [-1.2102, 1.2349, -3.1044], [-2.0982, 2.0557, -1.7895]], "forces_ev_per_a": [[0.149, 0.533, 0.451], [-0.276, 0.182, -0.654], [0.156, -0.392, -0.120], [-0.047, 0.034, -0.010], [-0.202, 0.283, -0.057], [0.249, -0.202, 0.077], [0.021, -0.107, 0.029], [-0.047, -0.489, -0.192], [0.057, -0.077, 0.180], [-0.060, 0.078, -0.153], [-0.331, 0.174, -0.149], [0.284, -0.113, 0.335], [0.224, -0.031, 0.327], [-0.034, 0.238, 0.093], [0.024, -0.111, 0.293], [-0.029, -0.082, 0.026], [0.009, 0.031, -0.039], [-0.019, 0.005, 0.068], [-0.170, 0.015, 0.032], [0.031, -0.040, 0.197], [0.157, 0.333, -0.317], [-0.018, 0.041, 0.060], [0.011, 0.089, 0.020], [0.020, 0.071, -0.067], [-0.001, 0.012, -0.018], [0.510, -0.007, 0.087], [-0.279, -0.042, -0.234], [0.468, -0.077, 0.161], [-0.089, -0.265, -0.112], [-0.230, -0.273, -0.183], [-0.097, 0.296, 0.114], [-0.154, 0.302, 0.039], [-0.206, 0.066, 0.118], [0.079, 0.026, 0.000], [-0.066, 0.004, -0.212], [0.085, -0.160, 0.091], [0.065, 0.138, 0.081], [-0.298, -0.502, -0.408], [0.042, -0.015, 0.079], [0.021, 0.088, 0.030], [0.000, -0.088, 0.082], [-0.042, -0.021, -0.120], [0.039, 0.075, -0.032], [-0.059, -0.015, -0.019], [0.064, -0.110, 0.034], [0.056, 0.068, 0.061], [0.048, -0.041, -0.079], [-0.098, -0.040, 0.030], [-0.006, 0.060, 0.018], [0.043, 0.013, 0.001], [-0.075, -0.005, -0.063], [0.037, -0.016, -0.026], [-0.015, 0.068, 0.048]], "homo_ev": [-8.6, -8.6], "de_lowest_ev": 0.777, "homo_lumo_gap_ev": [8.07, 6.98], "e_lumo_ev": [-0.54, -1.65], "max_force_ev_per_a": 0.7, "multiplicity": 3}

[2]
{"formula": "C20H20ClN5OS2", "method": "ωB97M-V with the def2-TZVPD basis set", "elements": ["C", "C", "N", "C", "S", "C", "C", "C", "C", "C", "C", "S", "N", "C", "C", "N", "C", "C", "C", "C", "C", "Cl", "C", "C", "C", "C", "O", "N", "N", "H", "H", "H", "H", "H", "H", "H", "H", "H", "H", "H", "H", "H", "H", "H", "H", "H", "H", "H", "H"], "xyz": [[5.6042, -2.7015, 0.1429], [4.1226, -2.6232, -0.0796], [3.2045, -2.8262, 0.9528], [1.9418, -2.5442, 0.2452], [0.3314, -2.5670, 0.9928], [0.0520, -1.8208, -0.8141], [-1.2931, -1.4659, -1.1597], [-2.2804, -2.7555, -0.4403], [-2.0007, -4.0539, -0.7485], [-3.0216, -4.7502, -0.2546], [-4.3159, -4.1575, 0.1330], [-3.8139, -2.2873, 0.0911], [-2.1795, -0.3490, -0.6446], [-1.8376, 0.8173, -1.2601], [-0.6462, 1.6717, -1.1523], [-0.5822, 2.0096, 0.5198], [-0.0871, 3.0774, 0.8675], [1.0380, 3.1978, 2.1042], [1.5089, 4.3444, 2.2924], [1.2975, 5.5015, 1.8615], [0.5018, 5.3687, 0.5733], [0.0672, 6.8810, -0.1926], [-0.2325, 4.3523, 0.2714], [-0.3815, 0.6915, 1.1607], [-1.8242, -0.0195, 0.9993], [1.1592, -1.5125, -1.5246], [1.1165, -1.0042, -2.6561], [2.2356, -2.0106, -0.8435], [3.6488, -2.0751, -1.1515], [5.9825, -2.2998, -0.7830], [5.8034, -2.2516, 0.9791], [5.9476, -3.7281, 0.0562], [-1.4954, -1.5959, -2.1986], [-1.0348, -4.3876, -1.1489], [-3.2932, -5.8480, -0.3162], [-5.2166, -4.2919, 0.3661], [-1.8015, 0.5435, -2.3197], [-2.7681, 1.4606, -1.1894], [-0.7621, 2.6044, -1.6349], [0.1702, 1.0884, -1.3331], [1.2926, 2.1778, 2.5057], [2.2125, 4.3065, 3.4127], [1.8808, 6.4146, 1.8467], [-1.0426, 4.3806, -0.6575], [-0.5870, 1.0619, 2.1234], [0.4079, 0.1179, 1.0259], [-1.7930, -1.0701, 1.4940], [-2.5567, 0.4467, 1.1842], [2.2923, -0.9177, -2.9043]], "forces_ev_per_a": [[-2.275, -3.211, -5.843], [-1.301, 0.308, 3.410], [-2.315, -0.491, -3.167], [4.334, -2.502, 9.405], [2.015, 1.015, -4.740], [-0.708, 0.750, 2.541], [-5.246, -3.010, 3.323], [2.476, 3.496, -3.244], [1.862, 2.152, 0.615], [-9.046, -5.139, 1.392], [12.904, 4.986, -2.909], [-1.005, -3.396, -0.123], [3.981, -1.778, 4.715], [-3.285, 3.460, -4.148], [-1.987, 0.866, 5.582], [-1.891, -7.472, -6.840], [7.357, 6.975, 5.982], [-6.492, -9.064, -5.351], [6.973, -0.949, 10.521], [-2.576, 6.459, -8.457], [2.016, 5.271, 4.384], [0.342, 0.171, -0.331], [-4.703, -4.892, -4.353], [-8.226, 3.936, 0.874], [11.543, -9.764, -5.711], [-2.431, -3.028, 4.894], [6.701, 2.631, -5.655], [3.429, 1.022, -4.444], [-2.736, 0.962, -1.738], [0.735, 0.878, 0.127], [1.698, 2.517, 4.595], [-0.061, -0.264, 0.736], [-0.103, 0.264, -0.948], [-0.704, 0.010, 0.220], [1.546, 0.848, -0.143], [-6.911, -2.064, 2.060], [-0.316, 0.204, -0.607], [0.981, -0.101, -0.027], [0.175, 0.576, -0.718], [2.862, -0.846, -0.545], [-0.078, 1.721, 0.007], [-1.429, 0.257, -3.230], [-0.047, -0.216, 0.947], [2.210, 0.309, 2.451], [0.968, -0.476, 2.270], [3.818, -2.216, -0.924], [-0.274, 2.074, -0.667], [-9.747, 6.967, 3.332], [-5.032, -0.206, 0.479]], "homo_ev": -7.3, "homo_lumo_gap_ev": 6.85, "e_lumo_ev": -0.45, "max_force_ev_per_a": 16.2, "smiles": "Cc1nc2sc([C@@H](c3cccs3)N3CCN(c4cccc(Cl)c4)CC3)c(O)n2n1"}

[3]
{"formula": "C20H20F3N3O4S", "method": "ωB97M-V with the def2-TZVPD basis set", "elements": ["O", "C", "C", "C", "C", "C", "C", "C", "S", "C", "N", "N", "C", "O", "C", "O", "C", "C", "C", "O", "C", "F", "F", "F", "C", "H", "H", "H", "H", "H", "H", "H", "H", "H", "H", "H", "H", "H", "H", "H", "C", "C", "C", "N", "C", "C", "H", "H", "H", "H", "H"], "xyz": [[2.0424, -3.7361, 2.8226], [1.5522, -2.7082, 2.1193], [2.3040, -2.2372, 0.7370], [1.6943, -1.3149, -0.3034], [2.6500, -0.9494, -1.5820], [1.8587, -0.5391, -2.9565], [3.0114, 0.1447, -3.9573], [4.3176, -0.8240, -4.1950], [5.5916, 0.0043, -5.3536], [6.0084, 1.6310, -4.4685], [6.0748, 1.9675, -2.9952], [6.3975, 3.3379, -2.9811], [6.5240, 3.8563, -4.4143], [6.2984, 2.7566, -5.4075], [0.1818, -0.7582, -0.0097], [-0.6543, -0.2135, -0.9097], [-0.4458, -0.9056, 1.5337], [-1.8000, -0.1074, 2.0479], [-1.5001, 1.2996, 2.8330], [-2.8017, 2.0454, 2.8522], [-1.0522, 1.1352, 4.4036], [-1.3557, -0.1829, 5.0063], [0.3953, 1.5156, 4.6113], [-1.8298, 2.1516, 5.2036], [0.1958, -1.8375, 2.5416], [3.3967, -2.6391, 0.5548], [3.2620, -1.9428, -1.8340], [3.4791, -0.1338, -1.3523], [1.0344, 0.2836, -2.8337], [1.4491, -1.4828, -3.5623], [3.4094, 1.0893, -3.3455], [2.5272, 0.5140, -4.9721], [3.9690, -1.8728, -4.6345], [4.9238, -1.0498, -3.1990], [6.7634, 4.9699, -4.7667], [-2.4015, -0.8307, 2.7614], [-2.5086, 0.1698, 1.1293], [-0.7385, 2.0151, 2.3026], [-2.6352, 3.0322, 2.9306], [-0.2086, -2.0082, 3.6262], [-7.6625, -0.5296, 1.9758], [-6.9920, -1.6777, 1.5676], [-5.6181, -1.6102, 1.4003], [-4.8901, -0.4911, 1.6073], [-5.5689, 0.6082, 2.0013], [-6.9401, 0.6381, 2.1988], [-8.7391, -0.5444, 2.1187], [-7.5262, -2.6031, 1.3844], [-5.0491, -2.4804, 1.0861], [-4.9614, 1.4950, 2.1588], [-7.4330, 1.5494, 2.5180]], "forces_ev_per_a": [[-3.073, 6.330, -4.092], [1.361, -2.779, 1.614], [-2.010, 2.276, -1.987], [1.595, -2.315, 3.373], [-0.410, -0.819, -0.555], [1.252, 0.261, -1.392], [0.216, 0.471, 1.129], [-0.591, -0.067, 1.155], [-0.317, 1.467, 1.626], [0.120, 1.392, 2.122], [0.417, 1.373, -7.539], [0.033, 0.684, -6.545], [-0.620, -3.161, 3.394], [-0.370, -0.039, 6.606], [-3.614, 1.805, -2.299], [5.394, -3.169, 5.082], [2.006, -2.523, 3.105], [0.140, -0.130, -0.664], [-0.836, 0.904, -0.223], [2.002, 0.089, -0.198], [0.018, 1.152, 2.082], [1.356, 4.291, -1.795], [-4.666, -1.703, -0.476], [2.755, -3.380, -2.079], [-0.183, 1.532, -3.338], [-2.510, 0.744, 0.472], [-1.393, 2.119, 0.731], [-2.024, -1.489, -0.119], [1.515, -1.891, 0.029], [0.609, 1.990, 1.733], [-0.830, -1.873, -1.575], [1.156, -0.938, 2.081], [1.070, 2.354, 0.504], [-1.548, 0.569, -2.068], [-0.568, -3.045, 0.803], [1.310, 1.611, -1.552], [1.745, -0.681, 2.134], [-1.047, -1.817, 1.125], [0.023, -1.909, 0.015], [0.732, 0.391, -2.381], [-0.005, 0.034, 0.013], [-0.086, 0.215, 0.077], [0.551, 0.696, 0.117], [-1.186, -0.066, 0.108], [0.537, -0.507, -0.259], [-0.149, -0.336, -0.079], [0.121, -0.006, -0.017], [0.071, 0.075, 0.015], [-0.075, 0.026, 0.007], [-0.065, -0.134, 0.013], [0.072, -0.075, -0.032]], "homo_ev": -8.9, "de_lowest_ev": 15.391, "homo_lumo_gap_ev": 6.92, "e_lumo_ev": -1.97, "max_force_ev_per_a": 8.1, "smiles": "O=C1C=C(CCCCSc2nnco2)C(=O)C(C[C@@H](O)C(F)(F)F)=C1.c1ccncc1"}

[4]
{"formula": "C20H20N2O3", "method": "ωB97M-V with the def2-TZVPD basis set", "elements": ["C", "C", "C", "C", "C", "N", "C", "N", "C", "O", "C", "O", "C", "C", "C", "C", "O", "C", "C", "C", "C", "C", "C", "C", "C", "H", "H", "H", "H", "H", "H", "H", "H", "H", "H", "H", "H", "H", "H", "H", "H", "H", "H", "H", "H"], "xyz": [[0.6108, 4.8358, -0.7249], [0.2314, 3.3360, -1.2170], [-0.9647, 2.8998, -1.5895], [-1.2764, 1.7348, -1.9936], [-0.3202, 0.9051, -2.1355], [1.0058, 1.3102, -1.5813], [1.2213, 2.6325, -1.1175], [2.6543, 2.7538, -0.9949], [3.5583, 2.0292, -0.2653], [4.5993, 2.3326, -0.0736], [3.1001, 0.7438, 0.5572], [1.8978, 1.2145, 1.1232], [0.4627, 0.4797, 1.0198], [-0.5983, 1.2004, 1.5515], [-1.9571, 0.5712, 1.4861], [-1.8347, -0.7223, 1.2055], [-2.8902, -1.6084, 0.8944], [-2.3221, -2.7637, 0.7692], [-1.0028, -2.9020, 0.5525], [-0.6511, -1.5506, 0.6619], [0.6444, -0.9596, 0.8882], [-0.2704, -4.0083, 0.2422], [-1.1168, -5.2447, -0.7204], [-2.5431, -5.3685, 0.3755], [-3.3615, -3.8949, 0.4843], [-0.2492, 5.5645, -0.7274], [1.2069, 5.4544, -1.5509], [1.2659, 4.9021, 0.0793], [-1.6486, 3.9510, -1.3690], [-2.3390, 1.4641, -2.0999], [-0.1480, -0.1076, -2.1281], [3.0070, 3.6742, -1.1478], [3.6586, 0.3082, 1.0319], [2.6500, 0.1091, -0.0104], [-0.4311, 2.0111, 1.7297], [-2.6548, 1.0744, 1.8287], [1.6256, -1.5920, 0.6916], [0.0847, -4.4180, 0.8973], [0.4036, -3.7488, -0.6696], [-1.6003, -4.7682, -1.6423], [-0.7588, -6.1072, -0.6020], [-2.3572, -5.4415, 1.3459], [-3.0070, -6.2318, 0.0130], [-3.9460, -3.8740, -0.4915], [-4.0216, -4.1199, 1.1579]], "forces_ev_per_a": [[-1.800, 1.508, -4.738], [-2.879, 11.401, 2.181], [-3.308, 10.316, 2.600], [-7.774, -1.875, -1.617], [10.372, -0.913, 3.743], [-2.611, 0.059, -1.614], [9.287, -13.289, -2.759], [-2.189, 1.847, 0.186], [-10.115, -6.243, 0.926], [12.272, 4.596, 1.008], [-11.814, 11.420, -8.930], [-4.278, 0.695, 2.835], [5.733, -1.116, 2.012], [-4.052, -17.545, -5.691], [10.504, -2.337, -1.689], [0.492, -3.854, -4.263], [-0.054, 2.712, 2.317], [-3.433, -5.877, -2.541], [-4.328, 4.326, 1.128], [3.047, 4.072, 4.051], [-2.067, 0.210, -2.138], [-4.390, 2.316, -18.520], [-6.582, 10.386, 4.354], [1.316, 4.106, -5.092], [4.797, -1.912, -5.695], [0.438, -1.090, 0.868], [-0.793, -1.791, 1.087], [0.577, -0.219, 1.882], [0.666, -3.697, -1.096], [0.540, 0.067, -0.407], [-1.012, -2.417, -1.132], [0.247, 0.626, -0.128], [11.200, -7.024, 9.962], [-1.370, -4.485, -4.975], [2.800, 16.503, 3.879], [-7.052, 4.247, 2.852], [-2.132, 1.896, 0.465], [7.580, -8.114, 12.497], [-0.006, -0.109, 2.235], [1.351, -1.222, 1.096], [3.449, -6.734, -0.125], [1.942, -1.152, 4.095], [-1.671, -0.839, -0.472], [0.880, 0.993, 0.987], [-3.780, -0.447, 4.379]], "homo_ev": -8.1, "de_lowest_ev": 21.223, "homo_lumo_gap_ev": 8.49, "e_lumo_ev": 0.44, "max_force_ev_per_a": 19.2, "smiles": "Cc1cccnc1NC(=O)COc1ccc2oc3c(c2c1)CCCC3"}

[5]
{"formula": "C20H20N4", "method": "ωB97M-V with the def2-TZVPD basis set", "elements": ["C", "C", "C", "N", "C", "C", "H", "H", "H", "H", "H", "C", "C", "C", "N", "C", "C", "H", "H", "H", "H", "H", "C", "C", "C", "N", "C", "C", "H", "H", "H", "H", "H", "C", "C", "C", "N", "C", "C", "H", "H", "H", "H", "H"], "xyz": [[0.7512, 4.1022, -3.9714], [1.7498, 3.6898, -3.0821], [2.8912, 3.0041, -3.5522], [3.0706, 2.7122, -4.8496], [2.0610, 3.0689, -5.6888], [0.9633, 3.8360, -5.3155], [-0.1379, 4.6741, -3.7503], [1.6632, 3.7648, -2.0082], [3.5818, 2.6392, -2.8064], [2.2241, 2.9510, -6.7499], [0.1584, 4.0600, -5.9999], [-1.3764, -2.5254, -2.1421], [-0.9993, -3.8230, -1.7729], [0.2279, -4.2793, -2.2812], [1.0409, -3.6130, -3.0935], [0.6192, -2.3794, -3.4203], [-0.6076, -1.7817, -2.9882], [-2.3505, -2.2027, -1.8055], [-1.5707, -4.4753, -1.1291], [0.5345, -5.3103, -2.1833], [1.2369, -1.8619, -4.1393], [-0.9109, -0.7624, -3.1765], [-3.1759, 1.4890, 2.3256], [-4.3941, 1.0530, 1.8279], [-5.0893, 0.0272, 2.4695], [-4.6358, -0.5185, 3.6651], [-3.3480, -0.1281, 4.1148], [-2.6503, 0.9001, 3.4558], [-2.7902, 2.3882, 1.8684], [-4.8028, 1.6391, 1.0181], [-6.1165, -0.2391, 2.2685], [-2.9554, -0.6416, 4.9799], [-1.7095, 1.3272, 3.7703], [2.0410, -2.2765, 3.7427], [2.3550, -1.4072, 2.7109], [2.8022, -0.1264, 3.1215], [3.1044, 0.2976, 4.3961], [2.7214, -0.5406, 5.3692], [2.2362, -1.8593, 5.1093], [1.5136, -3.1825, 3.4832], [2.1597, -1.6396, 1.6745], [2.9672, 0.5747, 2.3167], [3.0416, -0.1184, 6.3103], [1.9048, -2.5064, 5.9079]], "forces_ev_per_a": [[1.067, 0.055, -0.172], [0.036, -0.485, -0.139], [-1.647, 0.353, -0.687], [-0.972, 0.099, -0.017], [1.117, 1.176, 0.456], [-0.326, -1.063, 0.514], [0.022, -0.103, 0.688], [-0.171, 0.384, 0.063], [0.441, -0.002, -0.250], [0.165, -0.597, -0.076], [0.261, 0.172, -0.376], [-1.037, -1.475, 0.813], [1.469, 0.343, -0.740], [-0.739, -0.742, -0.070], [-0.881, 1.531, -0.179], [-0.812, 0.412, -0.052], [1.797, -0.659, 0.024], [-0.008, 0.435, 0.099], [-0.195, 0.152, -0.048], [-0.050, -0.202, 0.654], [0.186, 0.226, 0.068], [0.277, -0.002, -0.552], [-1.295, -0.084, -0.074], [-0.146, -0.087, 0.079], [1.158, 0.201, 3.043], [2.423, 0.998, -1.064], [-2.613, 0.334, -2.294], [0.179, -0.357, 0.284], [0.593, -0.120, 0.081], [-0.328, -0.394, -0.258], [0.057, -0.128, -0.488], [-0.166, 0.069, 0.106], [0.160, -0.441, 0.579], [-0.094, 0.862, 1.606], [0.083, 1.444, 1.786], [0.682, -0.335, 0.220], [-1.672, -1.131, -2.253], [1.072, -1.192, -1.135], [-0.324, 0.906, -1.478], [0.287, -0.401, 0.363], [0.096, 0.070, -0.016], [0.282, 0.391, 0.129], [-0.584, -0.628, 0.661], [0.148, 0.015, 0.103]], "homo_ev": -9.6, "de_lowest_ev": 3.747, "homo_lumo_gap_ev": 9.83, "e_lumo_ev": 0.25, "max_force_ev_per_a": 3.5, "smiles": "c1ccncc1.c1ccncc1.c1ccncc1.c1ccncc1"}